Entry 1:
{"formula": "C27H45Cl2PSY", "method": "ωB97M-V with the def2-TZVPD basis set", "charge": -1, "homo_energy_ev": -1.72, "multiplicity": 1, "species": ["H", "H", "H", "C", "H", "C", "H", "H", "H", "H", "H", "H", "H", "C", "H", "Cl", "S", "Cl", "H", "H", "H", "C", "H", "H", "C", "C", "H", "C", "H", "H", "H", "C", "C", "C", "H", "H", "C", "H", "H", "Y", "C", "C", "H", "H", "H", "H", "H", "H", "H", "C", "H", "C", "H", "C", "C", "H", "H", "C", "C", "H", "H", "C", "P", "C", "C", "H", "H", "C", "H", "C", "H", "H", "H", "C", "H", "C", "C"], "xyz": [[-0.95160, -0.89934, -7.01270], [-0.32870, -6.51748, -5.56028], [3.33286, 2.71243, -5.19918], [-2.92506, 1.92674, -6.46966], [3.93828, 1.17422, -4.56308], [1.82437, 1.18810, -4.89278], [1.19559, -0.36208, 3.71226], [3.08130, 1.76632, -7.43951], [-1.72684, 5.74947, 1.03078], [-2.13582, -0.76943, -4.77571], [0.72054, 2.29317, -1.64831], [-3.29282, -0.13812, -6.98617], [-0.75947, 1.95861, -4.54392], [3.24245, 1.62230, -5.28697], [-0.57324, -2.62469, 3.67012], [2.49000, -0.17801, -1.36743], [0.36542, -1.49132, 1.73366], [-2.11356, -1.42263, -1.69594], [-2.40341, -5.22875, -4.89937], [1.08715, 1.69287, -5.53724], [2.47270, -0.79071, -4.39549], [-1.17255, 3.65708, 0.90035], [-3.94065, 2.18070, -6.79932], [-0.38596, 0.76260, -6.76340], [1.68352, -0.33642, -5.02450], [-1.48417, -4.71946, -5.21715], [-0.31712, -5.95692, -3.88683], [-0.60480, 1.22767, 0.44676], [3.46783, -0.56805, -7.99967], [-1.53665, -3.41726, -3.46530], [-0.02829, -2.51225, -5.96529], [0.03977, 4.33572, -1.53728], [-0.62439, 5.31614, -0.78062], [1.62084, -0.71618, 2.76606], [2.09706, -3.05728, -4.80502], [2.44855, -1.41358, 2.94502], [3.62150, 1.16161, -6.69590], [1.20262, -4.76994, -6.25570], [-1.56732, -4.56919, -6.30273], [0.07252, -0.56265, -0.79696], [-0.27234, -5.61620, -4.93311], [1.15733, -3.53564, -4.49448], [-3.02489, 2.89342, -4.53241], [1.86493, -1.86253, -6.58563], [1.19194, -0.33893, -7.14724], [-1.09117, 1.03924, 1.42494], [-1.03008, -3.36933, 2.11594], [0.60609, -3.65847, 2.77001], [-2.36616, 0.75161, -8.20150], [-2.49812, 0.60928, -7.12026], [-3.74399, 1.28024, -4.58764], [-0.20058, -2.92245, 2.68138], [-1.69814, 1.16568, -3.27350], [-1.22020, 4.97009, 0.44986], [3.33890, -0.32887, -6.93514], [4.69024, 1.35080, -6.85494], [1.62419, 1.49784, -3.85758], [1.06890, -4.90871, -5.17323], [-0.54540, 2.60444, 0.13340], [1.22567, -3.65481, -3.40186], [-1.65511, 3.38992, 1.84914], [0.13095, 3.02822, -1.08512], [0.13421, -0.95145, -4.10621], [1.94511, -0.77328, -6.47723], [-1.38818, -3.34011, -4.55121], [1.89110, -5.55036, -4.83166], [-2.22746, -2.73364, -4.91710], [-1.19566, 0.05702, -6.52691], [0.48639, 4.61259, -2.49181], [-0.04769, -2.66045, -4.87060], [-0.69253, 6.33429, -1.14420], [4.08273, -0.91750, -6.37914], [-2.27193, 2.73795, -6.82462], [-1.60483, 1.27640, -4.36480], [2.00674, 0.14651, 2.21511], [-1.29577, -0.09232, -5.00549], [-2.89254, 1.88206, -4.93695]], "atomic_forces_ev_per_a": [[-0.043, 0.225, 0.106], [0.019, 0.122, 0.162], [0.063, -0.172, -0.031], [0.085, 0.165, 0.011], [-0.079, 0.123, -0.068], [0.143, -0.039, 0.051], [-0.005, -0.153, -0.217], [-0.006, -0.109, 0.109], [0.161, -0.318, -0.118], [0.073, 0.309, -0.013], [-0.265, 0.192, 0.124], [0.072, 0.067, -0.006], [-0.241, -0.103, 0.056], [-0.119, -0.152, 0.158], [0.171, 0.000, -0.286], [0.756, -0.073, -0.179], [-0.287, 0.077, 0.645], [-0.715, -0.588, -0.048], [0.130, 0.103, -0.055], [0.203, -0.118, 0.122], [-0.067, 0.231, -0.141], [0.092, -0.076, -0.177], [0.149, 0.040, 0.002], [-0.197, -0.147, 0.029], [-0.216, -0.382, 0.375], [0.176, 0.042, -0.114], [0.018, 0.094, -0.152], [0.584, -0.851, 0.210], [0.048, 0.022, 0.171], [0.137, -0.025, -0.197], [0.071, -0.072, 0.244], [-0.060, -0.204, 0.424], [-0.263, 0.031, 0.181], [0.291, -0.124, 0.187], [-0.220, -0.031, 0.130], [-0.203, 0.123, 0.045], [-0.037, 0.046, -0.095], [0.004, 0.009, 0.088], [0.024, -0.043, 0.050], [-0.738, 1.393, 0.019], [-0.005, -0.016, 0.210], [-0.038, -0.209, -0.037], [-0.053, -0.180, -0.049], [0.042, 0.196, -0.002], [0.247, -0.102, 0.155], [-0.055, 0.028, -0.332], [0.274, 0.205, 0.126], [-0.221, 0.058, 0.148], [-0.107, -0.041, 0.134], [0.008, -0.121, 0.078], [0.122, 0.070, 0.015], [0.228, -0.283, -0.066], [-0.005, 0.077, -0.265], [0.417, -0.282, -0.522], [0.122, -0.045, 0.163], [-0.127, 0.023, -0.091], [0.007, -0.046, -0.190], [-0.126, -0.035, -0.052], [0.228, 0.423, -0.684], [-0.147, 0.032, -0.155], [0.165, 0.032, -0.367], [-0.517, 0.443, 0.549], [-0.021, 0.393, -1.260], [-0.134, 0.144, -0.043], [-0.054, -0.202, 0.192], [-0.092, 0.082, -0.081], [0.227, -0.079, 0.113], [-0.037, 0.063, -0.024], [0.050, -0.022, 0.139], [0.060, 0.319, -0.066], [0.024, 0.017, -0.027], [-0.046, 0.057, -0.076], [-0.012, -0.149, 0.054], [0.087, -0.112, -0.016], [-0.271, -0.188, -0.064], [0.114, -0.068, 0.501], [-0.063, -0.120, 0.095]]}

---

Entry 2:
{"formula": "C27H45ClF3O2PPm", "method": "ωB97M-V with the def2-TZVPD basis set", "s2": 6.011, "charge": -1, "homo_energy_ev": [-2.60, -2.61], "multiplicity": 5, "relative_energy_kj_mol": 0.0, "species": ["H", "C", "H", "Pm", "C", "C", "C", "H", "H", "C", "C", "C", "H", "H", "C", "C", "H", "C", "C", "C", "H", "C", "H", "C", "H", "H", "H", "H", "H", "Cl", "C", "H", "C", "H", "C", "C", "H", "H", "C", "C", "H", "H", "H", "H", "C", "H", "H", "H", "C", "F", "H", "H", "H", "H", "H", "H", "F", "H", "H", "P", "C", "H", "O", "H", "H", "H", "C", "C", "H", "C", "H", "F", "O", "H", "H", "C", "H", "H", "H", "H"], "xyz": [[-4.08996, 0.54789, -3.51489], [-3.05793, 0.71757, 4.29398], [-2.28135, -5.83971, -0.77048], [0.59694, -0.12796, 2.29451], [-1.19817, 0.52975, -1.61952], [1.82316, -1.29635, -2.79691], [2.10645, 1.03272, -1.78646], [-4.13943, 2.30745, -3.50060], [-2.14030, -2.16442, 0.68861], [-1.59327, -4.27040, 0.53503], [-1.49538, -4.25607, -2.01248], [2.80140, 1.65667, 4.30493], [-2.05840, -4.51682, -2.91502], [4.24477, 0.84118, -1.61886], [-2.67252, 0.43325, 2.80652], [3.24215, -1.20935, -3.37742], [2.35431, -0.85861, -0.76485], [-2.15588, 1.48129, -3.74210], [1.36674, 3.42728, 2.35013], [3.14770, 3.14452, 4.17514], [-0.37477, 2.24916, 2.92148], [-0.48575, -2.34742, -0.72847], [3.93024, -1.69944, -2.67599], [1.69223, -0.42848, -1.54318], [2.95381, 4.82003, 2.86622], [-3.00314, -0.63244, -1.26975], [-0.59582, -2.61164, 1.44538], [4.77490, 0.22464, -3.89086], [-0.11014, 0.05072, 5.09592], [2.21731, -2.09631, 1.70401], [3.71451, 0.22919, -3.61403], [-0.66935, -4.83908, 0.70278], [1.26904, 1.50914, 4.11897], [-2.25342, -4.48887, 1.38212], [-3.56815, 1.44132, -3.14901], [2.79629, 3.73509, 2.81650], [4.20841, 3.31743, 4.38466], [1.38766, 1.51731, -2.46631], [-2.23840, -4.74498, -0.76633], [0.78927, -0.02590, 4.47082], [0.49271, -2.86236, -0.72617], [-1.72006, 2.47081, -3.54997], [3.28012, -1.77604, -4.31393], [-3.24651, 2.41123, -1.24559], [-2.61193, 0.37209, -1.04248], [1.60073, -0.56658, 4.98712], [1.09472, -0.97413, -3.55736], [-2.61335, 0.46815, 0.05323], [-1.25282, -2.74337, -1.98959], [-2.24169, 1.70996, 4.79080], [-3.27470, -4.38787, -0.80487], [-0.84465, 1.54775, -1.36168], [-2.21778, -2.21648, -2.01592], [-1.57189, -0.58149, -3.44164], [-4.56949, 1.24264, -1.22935], [3.72418, 2.16917, -2.65374], [-4.33165, 1.13081, 4.44414], [0.80509, 2.04451, 4.97181], [0.73384, 4.31459, 2.54920], [0.02550, -0.52433, -0.65814], [0.73311, 2.22094, 2.99541], [1.38260, 3.32778, 1.24707], [-1.59401, -0.28822, 2.65250], [3.10197, 1.29141, 5.29661], [2.07392, 1.60140, -0.84400], [3.17116, 0.65092, -4.46952], [-1.22073, 0.41854, -3.14683], [-3.56222, 1.42771, -1.61919], [2.57581, 3.68920, 4.94103], [3.51603, 1.12714, -2.38862], [-2.20060, 1.35025, -4.82896], [-2.87345, -0.38377, 5.08751], [-3.36234, 0.95107, 1.94038], [3.34401, 1.03770, 3.57331], [1.59117, -2.34537, -2.56151], [-1.23125, -2.77414, 0.55667], [-0.21148, 0.54020, -3.56377], [-0.52498, -4.76478, -2.07664], [-0.70240, -2.44454, -2.89489], [3.49751, 3.35818, 2.06337]], "atomic_forces_ev_per_a": [[0.053, 0.005, 0.013], [0.708, -0.127, 0.736], [-0.071, 0.078, -0.007], [-0.119, 0.433, -1.190], [0.419, -0.299, 0.030], [0.108, 0.168, -0.255], [-0.085, -0.055, -0.095], [0.011, -0.100, -0.060], [0.240, -0.118, -0.059], [0.304, 0.098, 0.028], [0.003, 0.046, 0.005], [-0.655, 0.436, -0.213], [0.041, -0.091, 0.056], [-0.081, 0.016, -0.048], [1.132, -0.507, -0.739], [-0.005, -0.086, 0.150], [-0.118, 0.168, -0.296], [0.087, 0.000, 0.043], [-0.272, 0.555, 0.085], [0.093, -0.140, 0.119], [0.442, 0.213, 0.475], [0.413, 0.523, -0.120], [-0.049, 0.037, -0.053], [-0.518, -0.350, 0.379], [-0.004, -0.105, -0.150], [0.084, 0.266, 0.002], [-0.253, 0.045, -0.402], [-0.109, 0.016, -0.027], [0.351, -0.143, -0.010], [0.635, -0.513, -0.373], [-0.188, -0.001, -0.031], [-0.050, 0.030, -0.031], [0.559, -0.044, 4.435], [0.096, -0.011, -0.087], [-0.016, -0.088, 0.039], [0.189, -0.035, -0.238], [0.008, 0.032, 0.020], [0.142, -0.098, 0.094], [-0.116, 0.133, -0.050], [0.419, 0.190, 1.527], [-0.243, 0.070, 0.030], [-0.017, -0.051, -0.042], [0.096, 0.031, 0.055], [-0.061, -0.085, -0.026], [-0.051, 0.026, 0.216], [-0.235, 0.436, 0.074], [0.221, -0.091, 0.136], [0.072, -0.068, -0.400], [-0.029, -0.289, -0.047], [-0.823, -0.861, -0.368], [0.029, 0.023, -0.036], [-0.142, -0.220, -0.065], [0.208, -0.216, -0.018], [0.072, 0.270, 0.047], [0.096, 0.123, -0.068], [0.048, -0.083, 0.042], [0.676, -0.274, -0.039], [0.564, -0.362, 0.590], [0.207, -0.021, -0.019], [-0.216, -0.151, -0.331], [-0.810, -0.818, -4.275], [-0.027, 0.236, 0.322], [-2.702, 1.102, 0.335], [-0.222, -0.005, -0.221], [-0.040, -0.147, -0.173], [-0.034, -0.009, 0.065], [-0.158, 0.022, -0.107], [0.197, -0.070, 0.073], [0.086, -0.142, 0.008], [-0.009, -0.112, 0.147], [-0.018, 0.111, 0.053], [-0.317, 0.987, -0.590], [0.164, -0.272, 0.718], [0.036, 0.162, -0.112], [0.073, 0.267, -0.041], [-0.132, 0.026, -0.097], [-0.307, 0.025, 0.066], [-0.038, 0.023, -0.011], [-0.140, -0.094, 0.307], [0.094, -0.077, 0.097]]}

---

Entry 3:
{"formula": "C27H45DyNO2P2", "method": "ωB97M-V with the def2-TZVPD basis set", "s2": 9.239, "charge": 1, "homo_energy_ev": [-7.67, -7.65], "multiplicity": 6, "species": ["C", "C", "C", "C", "C", "H", "H", "C", "H", "H", "H", "H", "H", "H", "C", "H", "C", "H", "C", "H", "H", "H", "Dy", "C", "H", "H", "H", "H", "H", "H", "H", "H", "C", "H", "C", "C", "C", "C", "P", "H", "H", "H", "N", "H", "H", "C", "H", "C", "C", "H", "H", "H", "H", "H", "H", "C", "H", "C", "C", "H", "P", "H", "O", "C", "C", "H", "C", "H", "H", "H", "H", "H", "C", "H", "H", "O", "C", "C"], "xyz": [[-3.32072, -1.85993, 1.99639], [-0.68476, 2.01161, 0.74228], [2.42376, -0.04709, 0.87241], [1.06527, 0.54858, 0.99057], [1.46261, -2.52582, -2.57622], [1.23345, -0.45834, 3.72319], [-1.97810, -2.54885, -5.97725], [0.35737, -2.93168, -3.51389], [-2.13707, 0.52920, 3.53355], [-4.26603, 3.34221, -2.65907], [-2.83635, 0.47883, -7.31317], [-2.56719, 3.10728, 0.33680], [-0.13723, -3.78196, -3.02905], [-3.72782, -2.35373, -5.60732], [-1.63258, -2.83641, 0.54302], [-4.62388, 0.79052, -5.17202], [0.34353, -0.68732, 3.11712], [2.41768, -1.07692, 0.47846], [-0.54736, -0.54440, -4.30790], [3.00488, 0.03557, -3.68840], [-0.55413, -2.74459, 0.75077], [1.67522, -1.95621, -5.61307], [-3.27192, 0.77938, -0.44071], [-4.15227, 0.12665, -4.41736], [-3.15956, -3.96043, 1.59549], [3.54440, -2.18410, -2.33389], [-1.14721, 0.77761, -6.76591], [-3.04339, 1.50668, 2.38976], [-6.75571, 0.60916, -2.40829], [0.70227, 2.93159, -1.46105], [-1.90789, 2.31478, 3.48630], [-3.22490, 2.72431, -3.96148], [2.87228, -1.00041, -4.05353], [0.96325, 1.24527, -1.95785], [-0.92788, 1.22922, 1.91224], [-0.76242, -1.89951, -3.55738], [-2.82843, -1.85084, -5.99510], [-2.20720, 0.82594, -6.47769], [-4.37802, 0.90055, -2.76342], [-1.75558, -3.63917, -0.20285], [3.05573, 0.55997, 0.20857], [-1.89624, -3.35548, 2.69353], [-3.21123, -1.09586, 0.80116], [2.20614, 2.09454, -1.02508], [2.91408, -0.07554, 1.86037], [2.62221, -1.97307, -2.92564], [1.25142, -2.78158, -1.50826], [0.51739, 1.53127, 0.14049], [-2.05051, 1.40477, 2.87249], [-3.01359, -1.58487, -7.04541], [2.38879, -0.39778, -6.01229], [-2.62825, 2.65914, -2.28749], [0.67850, 0.87240, -5.35053], [-1.17140, 3.58513, -0.67022], [-4.73962, -0.81333, -4.42096], [0.14756, 0.31068, 2.04320], [-6.44032, 1.31525, -4.02249], [-3.53873, 2.56035, -2.92164], [1.12020, 1.97201, -1.14019], [-1.67792, -2.41106, -3.91691], [-2.47580, -0.28857, -5.05635], [-0.74085, 0.26619, -3.54568], [-3.89467, -1.47531, 2.98410], [0.62900, -0.17388, -4.98773], [1.84374, -0.94641, -5.22075], [3.86156, -1.26622, -4.46523], [-1.45875, 3.23096, 0.33033], [-0.51792, -0.72693, 3.79097], [-1.27288, 4.07864, 1.01875], [-0.99330, -1.63454, -2.50315], [0.66299, -3.30029, -4.50092], [0.49617, -1.69330, 2.69872], [-2.19746, -1.56282, 0.04909], [-6.32177, 2.35472, -2.56585], [-2.49750, 1.84628, -6.18697], [-1.79888, -0.75626, -0.89654], [-6.15164, 1.34669, -2.96192], [-2.47498, -3.11333, 1.78394]], "atomic_forces_ev_per_a": [[0.435, 0.620, -0.257], [-0.501, -0.726, -0.686], [0.295, -0.272, 0.010], [-0.894, 0.396, -0.297], [0.114, -0.584, 0.483], [-0.182, -0.135, -0.028], [-0.294, 0.286, 0.084], [-0.820, 0.369, 0.328], [-0.056, 0.437, -0.111], [0.381, -0.164, 0.020], [0.236, 0.372, 0.328], [-0.055, 0.162, 0.036], [0.246, -0.102, -0.150], [0.455, 0.067, -0.070], [0.676, -0.853, -0.181], [0.399, -0.297, 0.230], [0.158, -0.300, 0.395], [0.107, 0.130, 0.060], [-1.636, 0.100, 3.410], [-0.151, -0.537, 0.322], [-0.366, 0.158, -0.091], [-0.088, 0.231, 0.173], [1.832, 2.257, 3.380], [-0.192, 0.041, -0.091], [0.220, 0.337, 0.225], [-1.038, 0.864, 0.210], [-0.402, 0.117, 0.057], [0.042, 0.050, 0.060], [0.088, 0.414, -0.228], [0.150, -0.006, -0.108], [-0.235, -0.364, -0.085], [-0.077, 0.073, 0.258], [0.495, -0.755, -0.491], [0.061, 0.068, 0.047], [0.544, -0.580, -0.502], [-0.682, 0.138, 0.190], [-0.023, -0.115, -0.011], [-0.347, 0.373, 0.267], [-1.334, 0.523, -2.541], [0.134, 0.346, 0.083], [-0.075, -0.232, 0.150], [-0.253, 0.189, -0.482], [0.070, -1.653, 0.642], [-0.170, 0.087, -0.235], [-0.077, -0.065, -0.333], [0.670, 0.581, 0.474], [0.720, -0.397, -0.993], [-0.158, -0.171, 0.836], [-0.119, 0.173, 0.373], [-0.025, -0.097, 0.361], [-0.235, -0.356, 0.178], [-0.512, 0.008, -0.321], [-0.067, -0.576, 0.524], [-0.091, -0.077, 0.144], [0.392, 0.432, 0.127], [-0.464, 0.962, -0.607], [0.008, 0.138, 0.350], [0.205, -0.100, -0.199], [0.258, 0.230, -0.206], [0.485, 0.256, 0.043], [0.670, -1.173, -2.860], [0.419, -0.483, -0.427], [0.142, -0.617, -0.705], [-0.589, 1.202, -0.981], [1.434, -0.390, -1.088], [-0.381, 0.210, -0.241], [0.372, 0.292, 0.282], [0.151, -0.079, -0.003], [-0.284, -0.227, -0.247], [0.193, -0.043, -0.696], [0.151, 0.279, 0.350], [0.019, 0.015, 0.175], [-0.539, 2.715, 0.092], [-0.129, -0.313, -0.027], [0.294, -0.163, -0.335], [0.248, -2.699, 0.257], [-0.179, -0.224, 0.099], [-0.246, -0.770, 0.800]]}